Density functional theory data (ωB97M-V with the def2-TZVPD basis set) for a molecular structure, C47H47IrNP2.

Its orbital gap (spin up / spin down) is 6.515 / 6.272 eV. The spin multiplicity is 6. Its expectation value of S² is 8.830. The molecular weight is 880.06 g/mol. The energy relative to the best compared isomer or geometry (same formula, charge and spin) is 0.0 kcal per mole. As for the total charge: +2.

Atoms and positions in Å:
Ir -1.387 -1.014 1.518
C -1.836 -3.661 2.112
C -0.823 -3.178 1.259
C -0.790 -3.453 -0.253
C -0.969 -2.178 -1.056
C -2.033 -1.286 -0.473
C -3.119 -1.723 0.343
C -3.647 -3.130 0.467
C -3.275 -3.766 1.832
C -0.709 0.784 1.163
H -1.495 -4.022 3.082
H 0.193 -3.230 1.705
H -1.523 -4.188 -0.585
H 0.149 -3.935 -0.552
H -0.018 -1.624 -1.101
H -1.213 -2.433 -2.089
H -2.257 -0.354 -1.003
H -3.911 -0.993 0.555
H -3.331 -3.774 -0.367
H -4.747 -3.133 0.437
H -3.824 -3.254 2.666
H -3.616 -4.823 1.820
H -0.809 1.484 2.015
H -1.124 1.210 0.237
H 0.358 0.607 1.006
P 2.625 1.067 -1.975
P 0.347 2.071 -2.643
C 1.909 0.102 -3.315
C 0.677 0.616 -3.652
C 4.303 1.420 -2.731
C 4.800 0.860 -3.924
C 6.178 0.869 -4.163
C 7.047 1.534 -3.299
C 6.509 2.309 -2.265
C 5.141 2.290 -2.003
C 3.139 -0.083 -0.673
C 2.691 0.139 0.636
C 3.037 -0.724 1.670
C 3.776 -1.878 1.349
C 4.282 -2.060 0.047
C 3.968 -1.166 -0.972
C 0.948 3.489 -3.733
C 2.314 3.666 -4.043
C 2.740 4.573 -5.014
C 1.813 5.369 -5.687
C 0.471 5.301 -5.312
C 0.050 4.394 -4.331
C -1.501 2.242 -2.618
C -2.034 3.251 -1.783
C -3.413 3.458 -1.759
C -4.255 2.664 -2.539
C -3.729 1.641 -3.321
C -2.357 1.389 -3.332
H 2.479 -0.704 -3.772
H -0.027 0.266 -4.403
H 4.139 0.404 -4.663
H 6.571 0.346 -5.031
H 8.128 1.468 -3.431
H 7.156 2.928 -1.652
H 4.716 2.928 -1.222
H 2.029 0.999 0.819
H 2.699 -0.469 2.685
H 3.958 -2.649 2.101
H 4.926 -2.908 -0.202
H 4.339 -1.293 -1.991
H 3.090 3.087 -3.540
H 3.797 4.648 -5.274
H 2.117 6.016 -6.507
H -0.263 5.935 -5.811
H -1.003 4.377 -4.046
H -1.355 3.838 -1.153
H -3.811 4.241 -1.121
H -5.327 2.844 -2.524
H -4.374 1.011 -3.919
H -1.962 0.532 -3.878
C -5.571 -1.228 4.744
C -5.297 -0.592 3.528
C -3.997 -0.218 3.210
C -2.949 -0.647 4.076
C -3.276 -0.965 5.426
C -4.581 -1.348 5.723
N -1.693 -0.938 3.568
C -0.708 -1.472 4.433
C 0.520 -0.800 4.617
C 1.273 -1.070 5.751
C 0.924 -2.104 6.626
C -0.114 -2.966 6.264
C -0.940 -2.657 5.185
H -6.562 -1.636 4.927
H -6.094 -0.413 2.809
H -3.720 0.238 2.250
H -2.510 -1.016 6.208
H -4.819 -1.742 6.721
H 0.843 -0.045 3.901
H 2.143 -0.463 5.970
H 1.441 -2.282 7.570
H -0.291 -3.899 6.794
H -1.762 -3.320 4.881

Atom charges from the Löwdin analysis, given in e for atoms 1 to 6: 1.371 -0.082 -0.234 -0.181 -0.205 -0.310